Formula: C47H76F15InO16P
Source: the OMol25 dataset
Level of theory: ωB97M-V with the def2-TZVPD basis set

```
156
Properties=species:S:1:pos:R:3:forces:R:3:lowdin_charge:R:1
C 3.2408 1.6541 6.6343 0.4 0.3 -1.4 -0.089
C 3.0399 2.6153 5.3376 0.0 0.2 1.8 -0.285
O 1.8962 2.0746 4.5977 -1.0 2.0 -1.0 -0.290
P 1.2459 3.3088 3.6065 4.5 2.6 -2.9 0.701
O 2.4689 4.1269 3.0903 -3.1 -1.6 1.6 -0.382
C 0.4559 2.5256 2.0865 -1.0 -1.6 0.6 -0.289
C -0.5875 1.3862 2.5868 -0.3 0.9 0.8 -0.357
In -0.2527 -0.6532 1.6568 -0.2 -0.2 -0.2 0.675
C 1.7885 -0.8854 0.6638 0.8 -0.9 0.0 -0.266
C 1.6879 -1.5497 -0.8144 -1.8 1.3 1.4 -0.294
O 2.3206 -0.6333 -1.7533 1.1 -2.0 -0.4 -0.202
C 3.6095 -1.1007 -2.1992 0.7 1.0 -0.5 -0.177
C 3.5624 -1.1941 -3.7998 -0.7 1.0 0.6 -0.151
O 4.6160 -2.0739 -4.3609 -0.1 2.7 -2.1 -0.146
C 4.9328 -1.4308 -5.6206 0.5 0.8 -3.3 -0.220
C 6.3269 -0.8605 -5.9668 -3.1 0.0 -1.8 0.012
C 6.5359 -0.1468 -7.3390 -2.5 -1.2 0.8 -0.023
C 5.4115 0.0232 -8.3910 -0.8 -1.5 2.9 -0.138
C 5.6072 0.8089 -9.8078 0.0 -0.8 1.9 -0.434
C 5.9515 -0.3795 -10.8800 -1.1 1.0 0.3 -0.050
C 4.1896 1.4900 -10.1240 -0.5 -0.2 -0.1 -0.087
C 6.8233 1.8288 -9.5723 0.4 0.2 -0.8 -0.145
C 6.9035 3.0714 -10.5855 1.2 0.6 -0.2 -0.507
C 6.0462 4.3494 -10.0444 0.5 -0.8 0.8 -0.082
C 6.6141 2.7213 -12.1261 -0.6 0.8 -0.3 -0.074
C 8.4605 3.5843 -10.5338 -0.7 0.4 0.2 -0.085
C 4.0135 -0.5990 -8.0529 2.7 -0.6 3.4 -0.016
C 3.7962 -1.3121 -6.6826 2.7 1.4 -1.2 0.005
C -0.6579 -2.2134 3.2399 -0.2 -0.1 1.6 -0.251
C -0.6773 -1.6231 4.7494 0.6 -1.1 -0.1 -0.455
C 0.7471 -1.7473 5.4920 0.1 0.6 -0.3 -0.078
O -1.6301 -2.4191 5.5555 0.6 0.0 0.4 -0.142
O 0.2515 4.4261 4.4285 0.5 -3.4 -0.2 -0.246
C -0.7789 3.7856 5.2302 -2.0 0.6 2.0 -0.283
C -0.2436 3.2010 6.6444 0.4 -0.8 -1.3 -0.085
H 3.8533 0.7497 6.2583 -1.0 1.3 0.9 0.082
H 3.8326 2.2321 7.4270 -0.9 -1.0 -1.1 0.075
H 2.2237 1.3113 7.0187 1.5 0.5 -0.4 0.062
H 2.7380 3.6677 5.6908 0.8 -1.5 -0.5 0.104
H 3.9963 2.6786 4.7116 -1.6 -0.1 0.7 0.125
H -0.0596 3.2678 1.3887 0.9 -0.6 1.3 0.099
H 1.2803 1.9893 1.4856 -0.9 1.3 1.2 0.069
H -0.4364 1.2765 3.7250 -0.4 0.0 -1.6 -0.011
H -1.6822 1.7328 2.4321 1.7 -0.5 0.3 0.042
H -1.5309 -0.8564 0.3864 0.8 0.2 0.0 -0.058
H 2.3788 -1.6257 1.3192 -0.6 1.3 -0.7 0.021
H 2.3265 0.1390 0.6442 -0.6 -1.8 -0.2 0.035
H 2.0705 -2.6247 -0.8609 -0.2 1.5 -0.1 0.103
H 0.5592 -1.5718 -1.0728 1.8 0.0 0.0 0.080
H 3.9748 -2.0600 -1.7008 -0.8 1.1 -0.7 0.109
H 4.3766 -0.2772 -1.9250 -1.0 -1.4 -0.4 0.139
H 2.5230 -1.5006 -4.1767 1.5 0.1 0.8 0.130
H 3.7299 -0.1246 -4.2030 -0.3 -1.7 0.7 0.137
H 7.1559 -0.9588 -5.1787 -1.4 0.3 -1.5 0.104
H 7.5969 0.2573 -7.5268 -2.0 -0.7 0.2 0.092
H 5.4458 -1.3221 -10.4717 1.1 1.2 -0.7 0.086
H 7.0810 -0.4656 -10.9955 -1.6 -0.2 0.0 0.086
H 5.4100 -0.1308 -11.8632 1.2 -0.4 1.2 0.073
H 3.6458 1.8472 -9.1677 1.0 -0.7 -1.5 0.101
H 3.5363 0.6845 -10.6363 0.9 1.4 0.9 0.090
H 4.2302 2.3935 -10.8168 0.2 -1.4 0.8 0.065
H 6.8692 2.2676 -8.5080 -0.4 -0.8 -1.6 0.128
H 7.8067 1.2324 -9.7050 -1.5 0.8 0.2 0.118
H 5.0018 4.0655 -9.6862 1.3 0.4 -0.7 0.067
H 6.0052 5.2033 -10.7994 0.1 -1.2 0.9 0.082
H 6.6151 4.7076 -9.1013 -1.0 -0.4 -1.5 0.090
H 7.5476 2.3858 -12.6995 -1.3 0.4 1.0 0.080
H 6.2455 3.7038 -12.6177 0.7 -1.6 0.6 0.090
H 5.7874 1.9580 -12.3037 1.2 1.0 0.4 0.054
H 9.0589 3.2323 -11.4427 -0.8 0.4 1.4 0.073
H 8.9270 3.1959 -9.5605 -0.5 0.7 -1.4 0.081
H 8.4544 4.7393 -10.5277 0.3 -1.8 0.0 0.081
H 3.1083 -0.5435 -8.7395 1.6 0.0 1.0 0.090
H 2.7530 -1.7391 -6.4584 1.9 0.7 -0.3 0.104
H -1.7145 -2.6298 3.0514 1.6 0.6 0.3 0.032
H 0.0893 -3.0867 3.2327 -1.1 1.1 0.0 0.033
H -1.0536 -0.5464 4.7971 0.4 -1.5 -0.1 0.106
H 1.3012 -2.6544 5.0634 -0.7 1.3 0.7 0.077
H 0.6392 -1.8777 6.6375 0.0 0.2 -1.8 0.077
H 1.3756 -0.7878 5.3464 -0.9 -1.6 0.0 0.071
H -1.1296 -3.0707 6.0973 -0.4 0.8 -0.8 0.070
H -1.5327 4.6191 5.5095 1.3 -1.2 -0.7 0.120
H -1.3888 2.9925 4.6785 1.1 1.1 0.5 0.102
H -0.0495 2.0767 6.4967 -0.2 1.6 0.3 0.065
H 0.7670 3.6934 6.8356 -1.5 -0.5 0.2 0.074
H -0.9953 3.3055 7.4964 1.1 0.2 -1.2 0.073
C -3.4460 0.0050 8.2265 -0.3 0.2 -0.1 -0.047
C -3.1478 0.0782 9.7097 0.2 -0.8 -0.5 -0.199
O -3.4204 1.3921 10.2209 -1.0 0.8 0.7 0.024
C -4.7167 1.6657 10.4690 0.6 -1.9 -0.8 -0.368
O -5.6229 0.8904 10.2834 0.3 1.1 0.4 0.152
C -4.8651 3.0690 11.0497 -0.3 1.8 0.5 -0.512
F -4.1542 3.9891 10.3653 -0.1 -0.6 0.0 0.154
F -4.4383 3.1298 12.3296 0.0 -0.4 -0.4 0.153
F -6.1411 3.4985 11.0509 0.4 -0.6 -0.2 0.153
H -2.8989 0.7812 7.6854 0.1 -0.2 0.1 0.079
H -3.1676 -0.9710 7.8238 0.0 0.1 0.0 0.082
H -4.5079 0.1687 8.0284 0.1 -0.1 0.1 0.077
H -2.0858 -0.1125 9.8798 -0.1 0.3 0.1 0.127
H -3.7038 -0.6779 10.2719 -0.1 0.3 0.0 0.120
C -9.2928 -2.8697 8.9508 0.1 -0.3 -0.2 -0.064
C -8.1695 -2.2636 9.7700 -0.6 0.5 -0.2 -0.205
O -7.1239 -3.2229 9.9890 1.0 -0.5 -0.2 0.018
C -6.2689 -3.4101 8.9613 -1.5 1.5 -0.4 -0.365
O -6.3494 -2.8329 7.9056 0.6 -0.9 0.8 0.168
C -5.1822 -4.4116 9.3411 1.4 -1.4 0.2 -0.512
F -5.6819 -5.5128 9.9425 -0.2 0.5 -0.2 0.150
F -4.2873 -3.8782 10.2014 -0.5 0.2 -0.2 0.150
F -4.4811 -4.8443 8.2792 -0.6 0.5 0.3 0.164
H -9.6599 -3.7852 9.4221 0.0 0.1 0.1 0.082
H -10.1206 -2.1652 8.8503 0.1 0.0 0.1 0.081
H -8.9499 -3.1432 7.9504 0.0 0.2 0.1 0.077
H -8.5472 -1.9792 10.7546 0.3 -0.2 0.0 0.125
H -7.7723 -1.3573 9.3042 0.1 -0.2 0.0 0.125
C -7.9550 0.2328 -0.5871 -0.1 -0.3 0.1 -0.056
C -6.4827 0.5981 -0.5917 -0.3 0.0 -0.1 -0.214
O -5.7553 -0.2074 0.3477 0.5 -0.9 0.2 0.032
C -5.4425 -1.4540 -0.0619 -0.8 1.1 -1.1 -0.358
O -5.7399 -1.9075 -1.1385 0.4 -0.1 0.9 0.158
C -4.6335 -2.1814 1.0077 1.5 -0.9 1.5 -0.514
F -5.1685 -2.0472 2.2416 -0.3 0.2 -0.6 0.150
F -3.3733 -1.7140 1.0837 -1.3 -0.1 -0.3 0.068
F -4.5393 -3.5062 0.7789 -0.4 0.6 -0.4 0.151
H -8.3639 0.3019 0.4244 0.0 0.1 -0.1 0.082
H -8.5197 0.8969 -1.2448 0.1 0.0 0.0 0.075
H -8.1085 -0.7958 -0.9220 0.1 0.1 -0.1 0.077
H -6.3628 1.6368 -0.2757 0.2 -0.2 0.2 0.129
H -6.0506 0.5134 -1.5839 0.1 -0.6 0.6 0.094
C -9.1519 4.2777 -5.5342 -0.1 -0.3 0.1 -0.065
C -7.6803 4.6440 -5.5444 -0.5 0.4 -0.4 -0.206
O -6.9458 3.8343 -4.6143 0.6 -0.9 0.2 0.022
C -6.6336 2.5899 -5.0330 -0.9 1.2 -1.2 -0.362
O -6.9359 2.1420 -6.1090 0.5 -0.1 1.0 0.166
C -5.8174 1.8576 -3.9719 1.2 -1.1 1.2 -0.496
F -6.3451 1.9854 -2.7331 -0.2 0.9 -1.3 0.119
F -4.5549 2.3250 -3.8989 -0.6 0.2 -0.3 0.171
F -5.7214 0.5377 -4.2082 -0.4 0.8 -0.3 0.170
H -9.5552 4.3404 -4.5202 0.0 0.1 -0.1 0.083
H -9.7203 4.9453 -6.1845 0.1 0.0 0.1 0.081
H -9.3067 3.2513 -5.8746 0.1 0.1 -0.1 0.077
H -7.5590 5.6807 -5.2224 0.2 -0.2 0.2 0.126
H -7.2509 4.5664 -6.5473 0.0 -0.2 0.2 0.126
C 5.5989 -4.7081 -2.3367 0.3 -0.1 0.0 -0.052
C 4.6919 -4.9569 -1.1471 -0.1 0.7 -0.5 -0.205
O 5.0213 -6.1992 -0.5031 0.6 -0.6 0.9 0.023
C 6.0867 -6.1724 0.3221 -0.7 1.7 -1.0 -0.371
O 6.7556 -5.1938 0.5347 -0.1 -1.1 0.2 0.165
C 6.2948 -7.5378 0.9709 0.4 -1.7 0.8 -0.512
F 6.2216 -8.5500 0.0800 0.0 0.6 0.0 0.149
F 5.3643 -7.7915 1.9152 0.1 0.5 -0.4 0.156
F 7.4930 -7.6492 1.5746 -0.5 0.5 -0.4 0.152
H 5.5669 -5.5550 -3.0272 -0.2 0.1 0.0 0.086
H 5.2981 -3.8038 -2.8696 0.0 -0.1 0.0 0.056
H 6.6396 -4.5931 -2.0240 -0.1 0.1 0.1 0.079
H 3.6576 -5.0441 -1.4876 0.1 -0.3 0.2 0.127
H 4.7261 -4.1299 -0.4319 0.2 -0.2 0.1 0.122
```
Positions in Å, forces in eV/Å.

Output
- total charge = -1
- HOMO energy (eV) = -5.0
- gap between HOMO and LUMO (eV) = 6.8
- electronic energy (eV) = -137949.14941
- max |F| (hartree/bohr) = 0.1158

---

Formula: C28H31N8O4OsPS2
Source: the OMol25 dataset
Level of theory: ωB97M-V with the def2-TZVPD basis set

```
75
Properties=species:S:1:pos:R:3:forces:R:3:mulliken_spin:R:1
Os 2.1538 0.9641 -0.3447 -0.3 -0.1 0.4 0.904
O 5.3068 -3.4293 0.6691 0.0 0.0 0.0 0.001
C 4.1597 -3.9262 0.1869 0.0 0.0 0.0 0.001
C 4.0985 -5.3087 -0.0018 0.0 0.0 0.1 0.000
C 2.9543 -5.8971 -0.4898 0.0 0.0 0.0 0.000
C 1.8299 -5.1271 -0.8088 0.0 -0.1 0.0 0.000
C 1.8798 -3.7672 -0.6386 0.0 0.1 0.0 0.006
C 3.0409 -3.1411 -0.1484 -0.1 0.0 0.0 0.007
C 3.0466 -1.6944 -0.0455 0.2 0.1 0.3 -0.004
O 2.0189 -1.0416 -0.4894 0.1 0.0 -0.8 0.026
N 4.1086 -1.0642 0.4553 -0.1 0.0 0.0 -0.003
N 3.9066 0.2728 0.3758 -0.1 -0.1 0.0 0.000
C 4.8195 1.1227 0.6842 0.0 0.2 0.1 -0.005
C 4.4815 2.5207 0.4157 -0.1 -0.3 0.2 0.014
C 5.3485 3.5680 0.6523 0.1 0.1 0.0 -0.002
C 4.9726 4.8586 0.3089 0.0 -0.1 0.0 0.000
C 3.7302 5.0633 -0.2645 0.0 0.0 0.1 0.000
C 2.9014 3.9753 -0.4723 0.0 0.1 -0.1 -0.016
N 3.2521 2.7307 -0.1340 0.1 0.0 0.0 0.035
H 5.2260 -2.4597 0.7515 0.0 0.0 0.0 0.000
H 4.9731 -5.8919 0.2528 0.0 0.0 0.0 0.000
H 2.9312 -6.9702 -0.6309 0.0 0.0 0.0 0.000
H 0.9353 -5.5987 -1.1915 0.0 0.0 0.0 0.000
H 1.0269 -3.1445 -0.8794 0.0 0.0 0.0 -0.004
H 5.7706 0.7971 1.0849 0.0 0.1 0.0 -0.004
H 6.3095 3.3547 1.1002 0.0 0.1 0.0 0.000
H 5.6437 5.6905 0.4737 0.0 0.0 0.0 0.000
H 3.3954 6.0534 -0.5369 0.0 0.0 -0.1 0.001
H 1.9280 4.0972 -0.9248 0.0 0.0 0.0 0.002
C -0.2651 -4.1943 2.4071 0.0 0.1 0.0 0.000
C -0.8282 -2.8293 2.7104 0.0 -0.1 0.0 0.002
O 0.0930 -1.8267 2.1984 0.2 0.2 0.2 -0.001
P -0.4347 -0.5346 1.4667 -0.6 -0.4 -0.3 0.038
S 1.1316 0.8069 1.7272 0.5 0.3 0.1 -0.014
S -1.1647 -0.8611 -0.2931 0.0 0.0 -0.1 -0.004
O -1.5611 -0.0289 2.4723 0.3 0.2 0.3 -0.001
C -2.3532 1.1401 2.1713 -0.1 0.0 0.0 0.000
C -3.2988 1.3783 3.3221 0.1 0.0 0.0 0.000
H -0.8903 -4.9540 2.8779 0.0 0.0 0.0 0.000
H 0.7486 -4.2841 2.7975 0.0 0.0 0.0 0.000
H -0.2400 -4.3705 1.3325 0.0 0.0 0.0 0.000
H -0.9144 -2.6564 3.7821 0.0 0.0 0.0 0.000
H -1.8094 -2.6913 2.2556 0.0 0.0 0.0 0.000
H -2.8906 0.9617 1.2368 0.0 0.0 0.0 0.000
H -1.6820 1.9906 2.0316 0.0 0.0 0.0 -0.001
H -4.0122 0.5600 3.4134 0.0 0.0 0.0 0.000
H -3.8448 2.3081 3.1589 0.0 0.0 0.0 0.000
H -2.7432 1.4647 4.2560 0.0 0.0 0.0 0.000
C 0.0798 0.5622 -3.1912 -0.1 0.0 0.1 0.001
C -0.3209 1.5395 -2.1467 0.2 0.0 -0.1 0.010
N 0.4187 1.8846 -1.1003 -0.2 0.0 0.0 0.022
C -0.2905 2.8522 -0.4030 0.1 -0.1 -0.1 -0.003
C -1.4483 3.0965 -1.0491 0.0 0.0 -0.1 -0.012
N -1.4568 2.2572 -2.1490 -0.2 0.0 0.1 0.002
C -2.6024 2.1048 -3.0552 0.0 0.1 0.1 0.000
N -3.8258 2.0216 -2.3263 0.0 -0.1 0.0 0.000
N -4.3906 3.1714 -1.8561 0.0 0.0 0.0 0.000
N -5.3209 2.8825 -1.0398 0.0 -0.1 0.0 0.000
C -5.3945 1.5043 -0.9204 0.0 0.1 0.1 0.000
C -6.2260 0.7042 -0.1298 0.0 0.0 0.0 0.000
C -6.0278 -0.6537 -0.1947 0.0 0.0 0.0 0.000
C -5.0314 -1.2165 -1.0226 0.0 0.0 0.0 0.000
C -4.2173 -0.4404 -1.8128 0.0 0.1 0.0 0.000
C -4.4228 0.9392 -1.7368 0.1 0.0 0.0 0.000
H 0.9819 0.0453 -2.8685 0.0 -0.1 0.0 -0.002
H 0.2790 1.0648 -4.1392 0.0 0.0 0.0 0.001
H -0.6897 -0.1944 -3.3443 0.0 0.0 0.0 0.001
H 0.0784 3.2809 0.5117 0.0 0.0 0.0 0.002
H -2.2572 3.7759 -0.8464 0.0 0.0 0.0 0.000
H -2.4622 1.1976 -3.6358 0.0 0.0 -0.1 0.000
H -2.6623 2.9688 -3.7132 0.0 0.0 0.0 0.000
H -6.9844 1.1478 0.5008 0.0 0.0 0.0 0.000
H -6.6484 -1.3139 0.3961 0.0 0.0 0.0 0.000
H -4.8986 -2.2902 -1.0271 0.0 0.0 0.0 0.000
H -3.4493 -0.8791 -2.4357 0.0 0.0 0.0 0.000
```
Positions in Å, forces in eV/Å.

Output
- total charge = +1
- HOMO energy (spin up / spin down) (eV) = -10.7 / -10.7
- gap between HOMO and LUMO (spin up / spin down) (eV) = 6.3 / 6.4
- electronic energy (eV) = -83073.61591
- multiplicity = 2
- max |F| (hartree/bohr) = 0.0166

---

> total charge of number 1 (C47H76F15InO16P)?

-1